[1]
Below is a structure of composition C36H70N3P2ReSi2Te at a distorted geometry, with properties calculated with the ωB97M-V functional and the def2-TZVPD basis.

Its spin multiplicity is 2. The total charge is +3. Its expectation value of S² is 0.77. The calculation puts the highest occupied orbital energy (alpha / beta) at -15.33 / -15.52 eV. The total energy comes out at -3185.19156 Ha. Its largest force on an atom is 2.28 eV Å⁻¹. For the energy above the lowest of the compared OMol25 structures with the same formula, charge and spin, the calculation gives 41.74 kcal/mol.

Geometry as XYZ:
```
115
Properties=species:S:1:pos:R:3:mulliken_spin:R:1
Re 0.19651 -0.02883 0.40422 0.802
C -3.30829 0.97779 0.51618 0.037
C -2.60185 2.11503 1.27060 -0.018
C -3.26422 3.45763 0.94803 0.001
P -0.76717 2.08781 1.07775 -0.055
C -0.06563 2.75005 2.67034 0.011
C -0.89697 3.84987 3.33586 -0.001
C 1.38027 3.22308 2.48153 0.013
C -0.07563 3.23858 -0.12534 -0.021
C -0.32535 4.59103 -0.18090 0.004
C 0.33817 5.42290 -1.09623 -0.007
C 0.08912 6.89829 -1.13115 0.000
C 1.23473 4.82479 -1.99916 -0.005
C 1.49351 3.47811 -1.97312 0.002
C 0.87011 2.65614 -1.00015 0.000
N 1.04036 1.29372 -0.93860 -0.041
C 1.81407 0.59800 -1.91671 0.008
C 3.13565 0.87050 -2.24809 0.010
C 3.74737 0.11532 -3.23753 0.001
C 3.05565 -0.88452 -3.93123 0.006
C 3.72563 -1.69040 -5.01160 0.000
C 1.72745 -1.13644 -3.57926 -0.003
C 1.10946 -0.42786 -2.55769 -0.013
P -0.59235 -0.61890 -1.91959 0.144
C -1.65851 0.47039 -2.96834 0.040
C -1.71314 1.93998 -2.56226 0.010
C -1.25275 0.37136 -4.44451 0.004
C -1.22670 -2.35282 -2.19862 -0.009
C -0.16547 -3.48038 -2.31285 0.001
C -2.24355 -2.53664 -3.33923 0.001
H -4.24593 0.74095 1.02138 0.003
H -2.71447 0.05944 0.47567 -0.022
H -3.55519 1.27182 -0.50347 -0.002
H -2.70235 1.90517 2.34094 0.000
H -3.09984 3.73297 -0.09542 0.000
H -2.92530 4.27133 1.58609 0.001
H -4.34106 3.36063 1.09300 0.001
H -0.04685 1.89170 3.33910 0.014
H -0.96853 4.73943 2.70809 0.000
H -0.39726 4.15778 4.25605 0.000
H -1.90480 3.53032 3.60200 0.000
H 1.86358 3.30973 3.45657 0.000
H 1.41510 4.20429 2.00581 0.000
H 1.97477 2.54240 1.86670 -0.006
H -1.04938 5.03870 0.48622 -0.001
H -0.55840 7.22509 -0.32036 0.000
H -0.37733 7.18108 -2.07842 -0.001
H 1.03128 7.44591 -1.07191 -0.001
H 1.71813 5.44166 -2.74739 0.000
H 2.14947 3.05251 -2.71751 0.002
H 3.68878 1.64905 -1.73330 -0.001
H 4.78208 0.31653 -3.49182 0.000
H 4.64870 -1.22271 -5.34686 0.000
H 3.06949 -1.81588 -5.87325 0.000
H 3.97183 -2.68822 -4.64240 0.000
H 1.17516 -1.88727 -4.13409 -0.001
H -2.65528 0.04722 -2.83039 0.003
H -0.83505 2.47956 -2.91934 0.000
H -1.79593 2.07850 -1.48965 -0.008
H -2.58710 2.40073 -3.02724 0.000
H -0.32447 0.91958 -4.61705 0.000
H -2.03041 0.83028 -5.05701 0.000
H -1.11836 -0.64554 -4.80360 0.000
H -1.78299 -2.49780 -1.27619 -0.002
H 0.87356 -3.15303 -2.32500 0.001
H -0.30178 -4.01305 -3.25394 0.000
H -0.28714 -4.22017 -1.51946 0.000
H -1.77901 -2.48690 -4.32204 0.000
H -3.07804 -1.84088 -3.30578 0.001
H -2.66351 -3.53914 -3.23704 0.000
N 2.39656 0.04337 1.07659 0.031
C 3.11210 -1.17319 0.59050 0.003
C 2.27175 -2.36278 0.94122 0.006
N 0.94829 -2.17452 0.28403 0.008
H 2.86972 0.87687 0.73867 0.006
H 2.45242 0.06941 2.09380 -0.009
H 4.10715 -1.26095 1.02467 0.000
H 3.22273 -1.09084 -0.48975 -0.004
H 2.12254 -2.41148 2.01836 -0.002
H 2.74310 -3.29527 0.63229 0.000
H 0.26608 -2.83807 0.64905 -0.004
H 1.04314 -2.41657 -0.69491 0.005
C -2.41613 -3.31311 1.02671 0.002
Si -2.35103 -3.52753 2.87123 0.002
C -2.36645 -5.30279 3.34501 0.000
C -3.71563 -2.57283 3.65819 0.000
C -0.64176 -2.89787 3.42628 0.000
Te -0.00493 -0.88144 3.12364 0.030
C -1.37001 -0.00791 4.50898 0.003
Si -0.60034 0.25029 6.24171 0.000
C -2.01480 0.66881 7.33467 0.000
C 0.25925 -1.30186 6.75601 0.000
C 0.62363 1.62382 6.03544 0.000
H -3.44919 -3.26023 0.66937 0.000
H -1.94102 -4.16369 0.52082 0.000
H -1.92285 -2.38324 0.72691 0.011
H -3.32070 -5.76558 3.07419 0.000
H -2.24817 -5.41626 4.42672 0.000
H -1.56964 -5.86799 2.85427 0.000
H -4.66050 -3.07721 3.43161 0.000
H -3.79205 -1.54930 3.27987 0.000
H -3.62982 -2.54320 4.74816 0.000
H 0.14310 -3.54789 3.02424 0.000
H -0.56133 -2.97553 4.51726 0.000
H -2.22413 -0.68660 4.54191 0.002
H -1.71308 0.95099 4.11361 0.003
H -2.71091 -0.17060 7.40870 0.000
H -2.56352 1.54368 6.97596 0.000
H -1.66228 0.89371 8.34656 0.000
H -0.44441 -2.11367 6.96454 0.000
H 0.80674 -1.11057 7.68449 0.000
H 0.99263 -1.65201 6.02375 0.001
H 0.13244 2.56713 5.77682 0.000
H 1.36069 1.38206 5.26153 0.000
H 1.17790 1.79252 6.96339 0.000
```



[2]
Below is a cluster of 6 separate species, C36H72I2N6O8Si2 in total at a distorted geometry, with properties calculated with the ωB97M-V functional and the def2-TZVPD basis.

The total charge is 0. The calculation puts the highest occupied orbital energy at -7.28 eV. The total energy comes out at -3519.54300 Ha. Its largest force on an atom is 5.15 eV Å⁻¹.

Geometry as XYZ:
```
126
Properties=species:S:1:pos:R:3:lowdin_charge:R:1
C -5.70579 9.55804 1.90833 -0.212
C -6.01470 8.51925 0.70732 -0.782
I -7.93658 7.51939 0.76878 0.894
C -5.09848 8.25427 -0.34257 -0.777
I -3.16387 9.28972 -0.23484 0.772
Si -5.36937 7.09547 -1.83792 0.373
C -7.07150 7.30356 -2.71327 -0.232
C -7.64087 8.79729 -2.65277 -0.464
O -8.87431 9.03797 -2.65311 0.041
O -6.72435 9.91590 -2.62775 0.003
O -5.01946 5.40193 -1.49223 -0.415
Si -5.05319 4.64544 -3.07746 0.553
C -3.74343 3.27327 -3.32790 -0.300
C -4.52588 1.84683 -3.10904 -0.268
C -4.57085 1.59262 -1.52212 -0.221
C -4.47848 0.02454 -1.14486 -0.194
C -3.63709 -0.10376 0.22901 -0.197
C -2.05982 -0.43703 -0.04913 -0.184
C -1.16290 0.91346 0.08051 -0.218
C 0.35320 0.62509 -0.36760 -0.205
C 0.39435 0.45202 -1.97997 -0.193
C 1.49032 -0.71179 -2.29585 -0.182
C 2.97227 -0.03758 -2.30185 -0.174
C 3.81103 -0.34931 -3.63757 -0.160
N 3.78894 0.73680 -4.65421 -0.152
C 4.36408 0.48505 -5.96634 -0.089
C 4.18811 1.73507 -6.88173 -0.084
C 3.48306 2.78812 -5.96054 -0.094
C 3.26905 2.08338 -4.60102 -0.082
H -6.72098 9.89184 2.35387 0.064
H -5.08608 9.09434 2.74954 0.085
H -5.21254 10.52688 1.53257 0.049
H -4.35198 7.48277 -2.84553 -0.002
H -7.00361 7.03266 -3.83707 0.103
H -7.80445 6.57096 -2.19968 0.075
H -6.11183 9.76833 -3.38911 0.117
H -6.37697 4.01461 -3.19574 -0.008
H -4.94268 5.60930 -4.17595 -0.032
H -2.80710 3.36327 -2.68175 0.075
H -3.36814 3.22756 -4.42486 0.084
H -4.07359 0.99554 -3.71877 0.104
H -5.60138 1.99739 -3.50903 0.077
H -5.46522 2.13315 -1.03352 0.122
H -3.63360 2.09170 -1.06690 0.079
H -3.96212 -0.59866 -1.95524 0.105
H -5.56638 -0.31627 -0.94712 0.109
H -4.08299 -0.99178 0.81263 0.072
H -3.77381 0.87236 0.82076 0.105
H -1.96373 -0.92023 -1.08750 0.101
H -1.63810 -1.17449 0.72199 0.098
H -1.14672 1.18443 1.19860 0.099
H -1.56177 1.76712 -0.58175 0.100
H 0.67612 -0.34362 0.18123 0.105
H 1.10063 1.42883 -0.02575 0.112
H -0.62854 0.22967 -2.43997 0.098
H 0.77740 1.45531 -2.39164 0.097
H 1.30978 -1.20089 -3.32899 0.107
H 1.44844 -1.54155 -1.49945 0.090
H 3.53856 -0.51568 -1.41427 0.100
H 2.88438 1.08691 -2.09988 0.090
H 4.86065 -0.66994 -3.30620 0.129
H 3.32821 -1.28837 -4.11346 0.126
H 4.85770 -0.45998 -6.35698 0.102
H 4.48970 1.88718 -7.97342 0.074
H 3.13869 3.85150 -6.16353 0.071
H 2.76170 2.57402 -3.69517 0.101
C -0.84082 3.59234 3.00972 -0.343
O -0.23769 3.37219 1.97774 0.006
N -2.03187 4.24926 3.09810 -0.201
C -2.69618 4.47859 4.36457 -0.064
C -2.65335 4.73383 1.88047 -0.036
H -0.45381 3.26363 3.98815 0.131
H -3.68102 4.00460 4.34200 0.088
H -2.81327 5.55494 4.51641 0.087
H -2.11787 4.06202 5.19095 0.082
H -2.83666 3.88832 1.21239 0.085
H -1.97301 5.43084 1.38461 0.094
H -3.59544 5.23637 2.10355 0.087
C -4.03050 -3.29837 2.03172 -0.331
O -3.24021 -2.99461 1.15781 0.002
N -4.67685 -4.49552 2.13029 -0.203
C -5.60680 -4.78463 3.20295 -0.063
C -4.42438 -5.51241 1.12768 -0.045
H -4.29280 -2.59839 2.84194 0.136
H -5.24692 -5.65139 3.76339 0.089
H -6.58713 -5.00919 2.77455 0.089
H -5.69931 -3.93428 3.88046 0.084
H -3.35952 -5.75835 1.12750 0.091
H -4.69266 -5.11952 0.14383 0.094
H -5.00827 -6.40964 1.33639 0.086
C 3.12439 -3.25493 0.06074 -0.360
O 3.91769 -2.95284 -0.81583 -0.013
N 2.47399 -4.44674 0.15888 -0.185
C 1.54373 -4.73138 1.23313 -0.086
C 2.72050 -5.46364 -0.84368 -0.046
H 2.86558 -2.55508 0.87158 0.135
H 1.90014 -5.59737 1.79036 0.074
H 0.56101 -4.95132 0.80443 0.087
H 1.45643 -3.88256 1.90990 0.079
H 3.78449 -5.71475 -0.84516 0.090
H 2.45297 -5.06919 -1.82743 0.091
H 2.13255 -6.35807 -0.63449 0.086
C 4.22441 -5.07544 3.71313 -0.312
O 3.19676 -4.62443 3.23339 -0.023
N 5.40881 -4.41141 3.80522 -0.192
C 6.59179 -5.01582 4.39029 -0.063
C 5.49154 -3.05404 3.30155 -0.034
H 4.26989 -6.09707 4.12393 0.134
H 6.91218 -4.41448 5.24522 0.095
H 7.38453 -5.03852 3.64441 0.061
H 6.38711 -6.03377 4.72560 0.086
H 4.76855 -2.43003 3.83337 0.094
H 5.24070 -3.05073 2.23762 0.084
H 6.49597 -2.65373 3.44292 0.091
C 9.49484 -7.22014 3.39519 -0.319
O 9.13169 -6.11519 3.75734 -0.007
N 10.32085 -7.47260 2.34088 -0.204
C 10.70955 -8.81828 1.96984 -0.061
C 10.82748 -6.35686 1.56460 -0.042
H 9.16802 -8.13475 3.91585 0.135
H 11.79763 -8.90409 2.02767 0.090
H 10.38253 -9.01446 0.94546 0.090
H 10.25708 -9.55421 2.63642 0.084
H 11.39311 -5.69135 2.22143 0.094
H 9.98544 -5.80106 1.14481 0.095
H 11.47126 -6.71153 0.75899 0.088
```